Entry from the Open Molecules 2025 dataset: 5 unconnected molecules or ions with the total composition C25H46N2O14S4 (the ωB97M-V functional and the def2-TZVPD basis).

Values from the calculation:
HOMO-LUMO gap (eV): 9.100
E_HOMO (eV): -9.52
Calculated total energy (Ha): -3735.770650

Structure (XYZ):
```
91
Properties=species:S:1:pos:R:3:forces:R:3
C 3.76444 -0.02819 -0.41842 -0.69 0.84 -0.10
C 2.70115 -0.86649 -1.11409 -0.04 -0.99 -0.69
O 2.98445 -1.63235 -2.00299 -0.05 0.71 0.54
O 1.36340 -0.73987 -0.75113 0.80 0.80 0.01
C 0.80148 0.23827 -1.67370 -0.33 -0.01 -0.34
C -0.32689 1.04958 -1.01967 -0.30 -0.17 0.13
C -0.34155 2.54894 -1.40549 0.09 -0.31 -0.38
C 1.01833 3.19293 -1.19301 -1.31 -0.12 -0.39
C 1.40236 3.55044 0.13902 -0.09 -0.08 0.36
N 2.55221 4.08147 0.45978 -0.43 -0.38 -0.81
C 3.36523 4.25895 -0.62399 0.66 0.44 0.36
C 4.66327 4.79575 -0.40996 0.34 0.14 0.97
C 5.54558 5.00231 -1.41363 -0.17 -0.15 -1.24
C 5.13717 4.69560 -2.75532 0.98 0.45 0.91
C 3.90916 4.17878 -2.98206 -0.33 -0.20 -0.78
C 2.97961 3.94143 -1.93266 0.39 -0.08 -0.87
N 1.76650 3.38971 -2.25260 0.45 0.22 1.27
H 3.34454 0.88081 0.04089 -0.06 -0.42 0.00
H 4.29504 -0.58443 0.36234 -0.11 -0.04 -0.32
H 4.44708 0.32359 -1.20192 0.08 -0.40 0.30
H 1.63392 0.85226 -2.05034 -0.38 0.16 0.18
H 0.39046 -0.28621 -2.55109 0.31 -0.01 0.27
H -1.27340 0.61791 -1.38162 0.16 0.17 0.32
H -0.31689 0.91623 0.07356 0.20 0.07 -0.31
H -1.14186 3.07496 -0.86530 0.34 -0.19 0.11
H -0.62696 2.61156 -2.46653 0.36 0.19 0.24
H 0.69137 3.36157 0.94817 0.15 0.06 -0.21
H 4.98249 5.03362 0.60537 -0.39 -0.14 -0.12
H 6.54765 5.38981 -1.24142 -0.28 -0.05 0.10
H 5.85374 4.89515 -3.55026 -0.33 -0.18 -0.02
H 3.63202 3.93109 -4.00799 -0.18 0.02 0.33
C 3.46437 -8.68634 -0.54724 -0.02 0.12 0.27
C 4.15772 -7.75386 -1.52181 0.11 -0.71 0.05
O 3.67531 -6.40497 -1.41269 0.04 0.24 0.01
S 4.20570 -5.51288 -0.19739 -0.38 0.30 -0.50
C 3.63825 -3.95814 -0.80119 0.04 -0.33 0.00
O 5.63776 -5.53227 -0.20401 0.03 -0.20 0.24
O 3.46799 -5.85306 0.98108 0.24 -0.08 0.16
H 3.73361 -8.44991 0.48207 0.01 -0.01 -0.02
H 3.74838 -9.72109 -0.74316 0.01 0.03 -0.08
H 2.38109 -8.59228 -0.62881 0.02 -0.04 -0.08
H 5.24154 -7.78150 -1.39357 -0.02 0.19 0.06
H 3.94544 -8.07071 -2.54229 -0.07 0.29 -0.04
H 4.16124 -3.72272 -1.72156 -0.01 -0.02 0.02
H 3.86000 -3.21287 -0.04168 0.07 -0.12 0.07
H 2.56643 -4.01571 -0.96732 0.02 -0.01 0.00
C -3.26330 3.52155 -7.25657 0.03 0.04 0.30
C -2.15677 2.63294 -7.79081 -0.73 -0.03 -0.21
O -0.87450 2.97667 -7.23703 0.23 -0.09 0.12
S -0.53926 2.48602 -5.75629 0.56 0.33 -0.49
C 1.18840 2.81620 -5.79532 0.13 -0.03 -0.09
O -0.74494 1.07090 -5.68003 -0.30 0.02 0.23
O -1.15717 3.37859 -4.82375 -0.20 -0.27 0.17
H -3.43714 3.33867 -6.19620 -0.01 -0.01 -0.03
H -4.19490 3.33143 -7.79074 0.06 -0.02 -0.07
H -2.99847 4.57370 -7.36487 -0.01 -0.02 -0.09
H -2.37594 1.57803 -7.61538 0.16 0.01 0.12
H -2.06850 2.76915 -8.86784 0.30 0.03 0.06
H 1.65169 2.17320 -6.53977 -0.06 0.01 -0.02
H 1.58433 2.59752 -4.80405 -0.14 0.04 0.06
H 1.34001 3.86573 -6.03625 -0.04 0.00 0.03
C -6.21200 1.14541 1.80087 0.26 0.16 0.04
C -5.92887 -0.32754 2.02289 -0.65 0.37 0.22
O -4.68093 -0.73237 1.43043 0.24 -0.13 0.05
S -3.33204 -0.36841 2.19700 0.02 -0.54 -0.76
C -2.26161 -1.42163 1.27362 -0.02 -0.08 -0.06
O -3.41706 -0.85973 3.54018 -0.06 0.37 0.07
O -2.99489 0.99364 1.91793 0.05 0.08 0.35
H -5.50708 1.76890 2.35094 -0.03 -0.01 0.01
H -7.21888 1.39384 2.13780 -0.01 -0.09 -0.02
H -6.11586 1.40120 0.74527 -0.08 -0.05 0.00
H -5.94426 -0.57854 3.08520 0.20 -0.05 -0.03
H -6.70145 -0.92389 1.53964 0.24 -0.16 -0.12
H -2.55135 -2.45472 1.44733 -0.03 0.03 0.01
H -1.24410 -1.25427 1.62241 -0.05 0.07 0.06
H -2.33894 -1.16783 0.21938 -0.02 0.03 0.03
C -2.65471 0.71269 6.84053 0.00 0.10 0.33
C -3.50572 -0.53586 6.71799 0.02 0.60 -0.47
O -3.15054 -1.52594 7.70535 -0.11 -0.20 0.27
S -3.67571 -1.32376 9.19525 0.33 -0.50 -0.39
C -3.30465 -2.94551 9.77696 0.02 -0.11 -0.02
O -5.09593 -1.14687 9.16606 0.00 0.27 0.10
O -2.82665 -0.38841 9.86546 -0.22 0.15 0.12
H -2.87131 1.24875 7.76507 0.00 0.01 -0.03
H -2.84733 1.38602 6.00442 -0.02 -0.10 -0.06
H -1.59485 0.45620 6.85592 -0.02 -0.02 -0.10
H -4.56945 -0.29785 6.78119 0.01 -0.12 0.20
H -3.33406 -0.99304 5.74922 0.03 -0.28 0.18
H -3.91490 -3.66192 9.23333 0.00 0.04 -0.01
H -3.54231 -2.97612 10.83833 -0.02 0.09 -0.02
H -2.24596 -3.13956 9.62460 -0.01 0.04 -0.01
```
Positions in Å, forces in eV/Å.



Entry from the Open Molecules 2025 dataset: 2 unconnected molecules or ions with the total composition C4H12O3 (the ωB97M-V functional and the def2-TZVPD basis).

Values from the calculation:
HOMO-LUMO gap (eV): 10.620
E_HOMO (eV): -9.85
Calculated total energy (Ha): -385.292151
Energy above the lowest of the compared OMol25 structures with the same formula, charge and spin (kJ/mol): 77.7

Structure (XYZ):
```
19
Properties=species:S:1:pos:R:3:forces:R:3
O -1.65865 1.16127 1.11258 0.47 -0.22 0.19
C -0.34095 1.27246 0.51387 -0.68 0.62 0.39
C -0.49146 1.20905 -0.99129 -0.12 -0.09 0.23
C -0.41557 -0.19532 -1.58916 -0.08 0.34 0.07
C -1.34598 -1.20700 -0.93531 0.38 -0.03 -0.22
O -0.55337 -2.32327 -0.50203 -0.42 -0.04 0.26
H -1.53818 1.25368 2.06757 -0.14 -0.04 -0.24
H 0.01805 2.26781 0.77570 0.33 0.02 0.04
H 0.33714 0.53244 0.93168 0.11 -0.24 -0.06
H -1.44989 1.68480 -1.16928 -0.26 0.08 -0.33
H 0.26737 1.86458 -1.41324 0.11 -0.09 -0.28
H 0.58869 -0.55320 -1.39795 0.33 -0.20 -0.26
H -0.60561 -0.17422 -2.67045 0.29 0.09 0.23
H -2.06213 -1.53857 -1.67935 -0.39 -0.17 -0.02
H -1.85826 -0.75970 -0.09242 -0.20 0.00 0.14
H -1.13964 -2.85912 0.04809 0.28 -0.05 -0.12
O 3.86957 -0.24025 2.43465 -0.31 -0.31 -0.01
H 4.81500 -0.24563 2.26755 0.05 -0.10 -0.03
H 3.56386 -1.14982 2.28881 0.25 0.42 0.03
```
Positions in Å, forces in eV/Å.



Entry from the Open Molecules 2025 dataset: 8 unconnected molecules or ions with the total composition C18H55BO7 (the ωB97M-V functional and the def2-TZVPD basis).

Values from the calculation:
HOMO-LUMO gap (alpha / beta) (eV): 2.140 / 9.937
⟨S²⟩: 0.75
E_HOMO (alpha / beta) (eV): 0.61 / -7.24
Calculated total energy (Ha): -1270.131777
2S+1: 2
Net charge: -1

Structure (XYZ):
```
81
Properties=species:S:1:pos:R:3:forces:R:3
O 0.62386 -0.18467 0.01122 2.31 1.00 0.58
H -0.12593 -0.59101 0.45202 -1.88 -0.84 0.66
H 0.40741 0.51283 -0.61186 -0.27 1.44 -0.91
H 1.13396 -0.85031 -0.45601 1.15 -1.11 -1.16
B -1.44440 -1.09880 1.37864 -0.50 -0.22 0.89
H -0.85749 -1.09517 2.28406 2.06 0.00 3.62
H -2.41867 -1.52721 1.55607 -3.49 -1.73 0.66
H -1.56235 -0.06796 1.08249 -0.47 3.49 -1.46
H -0.87103 -1.69005 0.68157 1.61 -2.41 -2.77
C -5.20319 -2.48238 -0.08685 -1.39 -0.30 0.54
C -4.44539 -1.43597 -0.87606 0.08 -0.60 1.66
C -4.47677 -0.08301 -0.11175 0.64 -0.44 -0.43
O -3.10612 -1.98543 -0.99411 -1.07 0.75 -1.29
H -4.82705 -2.62877 0.92567 0.54 0.12 -0.09
H -5.29099 -3.46895 -0.54191 0.43 0.08 -0.32
H -6.23671 -2.18806 0.09562 -0.28 0.31 -0.18
H -4.90583 -1.33131 -1.85848 0.46 -0.02 -0.21
H -3.81244 0.59158 -0.65183 -0.01 0.28 0.21
H -4.10283 -0.21927 0.90300 0.24 -0.07 -0.13
H -5.44898 0.39252 0.01777 -0.23 -0.28 -0.51
H -2.64702 -1.87155 -0.15873 0.14 0.14 0.78
C 2.11642 -3.52345 -0.15981 -0.50 0.49 -0.60
C 2.75637 -2.86420 -1.44026 -0.95 -1.15 0.73
C 2.18718 -3.53930 -2.70120 -0.13 -0.53 0.61
O 2.44195 -1.49530 -1.42368 -0.50 0.34 0.97
H 1.05117 -3.29491 -0.12631 -0.27 0.11 -0.46
H 2.42777 -3.17032 0.82327 0.78 0.14 -0.21
H 2.14148 -4.61313 -0.16830 0.42 -0.02 -0.15
H 3.84247 -2.94145 -1.39004 0.12 -0.31 -0.14
H 2.40372 -4.60069 -2.58015 0.29 -0.23 -0.43
H 2.54127 -3.15930 -3.65949 0.45 0.07 0.20
H 1.09977 -3.49419 -2.76125 -0.06 0.38 0.41
H 2.73405 -1.14125 -2.26685 0.23 0.73 -0.77
C -1.27734 -2.25200 -4.37582 -0.71 0.59 -0.27
C -0.77865 -1.13290 -3.43626 0.57 -0.58 0.11
C -1.61306 0.15363 -3.33606 0.22 -0.59 -0.74
O -0.66881 -1.71813 -2.13733 0.85 0.50 -0.31
H -0.81105 -3.22902 -4.24886 0.56 0.33 0.35
H -1.16218 -1.98277 -5.42574 -0.07 0.14 -0.10
H -2.33100 -2.46273 -4.19277 -0.30 0.21 -0.02
H 0.21474 -0.84675 -3.78179 0.33 -0.11 0.27
H -1.80291 0.53549 -4.33917 -0.73 -0.28 -0.16
H -1.08757 1.01118 -2.91587 0.27 -0.53 0.49
H -2.48523 -0.11471 -2.73990 -0.37 0.50 -0.32
H -1.58105 -1.83330 -1.86141 -0.50 -0.19 0.41
C 3.24480 1.84171 3.55459 -1.11 -0.16 0.20
C 3.57772 0.35573 3.53901 0.19 0.68 0.92
C 2.77226 -0.51323 2.59401 0.64 0.14 -0.27
O 4.95587 0.35831 3.29358 1.53 -0.36 -0.80
H 3.19720 2.21680 2.53227 0.10 0.14 0.03
H 3.92392 2.44348 4.15855 0.38 -0.31 -0.22
H 2.27461 1.99676 4.02660 -0.20 -0.04 -0.25
H 3.51564 -0.05355 4.54735 -0.78 0.05 0.34
H 1.70395 -0.35648 2.74311 0.01 -0.36 -0.04
H 3.09179 -1.54682 2.72701 -0.45 -0.23 0.35
H 3.04470 -0.33985 1.55295 -0.15 0.53 -0.10
H 5.33805 -0.47883 3.56690 0.01 -0.13 -0.16
C 1.62933 3.60994 -0.16448 1.12 0.67 -1.14
C 1.50369 2.92501 -1.53785 1.30 -0.59 1.76
C 2.73146 2.06677 -1.75598 0.49 0.45 -0.94
O 0.50604 1.95043 -1.42928 -1.91 -0.52 -0.75
H 2.50232 4.24944 -0.29493 0.15 0.37 0.26
H 1.94076 2.87719 0.57995 -0.55 0.00 0.09
H 0.80804 4.26420 0.12798 -0.25 -0.39 0.08
H 1.36890 3.63173 -2.35669 -0.35 -0.07 -0.03
H 3.60823 2.69058 -1.92990 0.27 -0.07 0.55
H 2.67004 1.49431 -2.68152 -0.36 -0.14 -0.18
H 2.84095 1.32846 -0.96161 0.29 0.29 0.18
H -0.36124 2.34352 -1.55137 -0.30 0.13 0.17
C -0.13025 2.39329 2.97657 0.86 1.29 0.27
C -1.57801 2.66602 2.66874 -0.39 -0.51 0.13
C -2.01401 4.11332 2.93399 0.21 0.26 0.24
O -1.80195 2.32919 1.29446 -0.46 1.17 0.26
H 0.42006 3.17402 2.45147 0.42 -0.28 -0.40
H 0.24695 1.40412 2.71707 -0.36 0.06 -0.24
H 0.15261 2.59049 4.01059 -0.41 -0.18 0.35
H -2.15442 2.02328 3.33413 -0.47 -0.21 -0.14
H -1.63748 4.80155 2.17724 0.02 -0.12 -0.20
H -1.65360 4.49807 3.88802 0.53 -0.29 0.14
H -3.08311 4.28624 3.05742 -0.21 -0.49 -0.58
H -1.89738 1.37729 1.21457 0.07 -0.39 0.12
```
Positions in Å, forces in eV/Å.



Entry from the Open Molecules 2025 dataset: a single C5H9ClN2 molecule (the ωB97M-V functional and the def2-TZVPD basis).

Values from the calculation:
HOMO-LUMO gap (eV): 10.276
E_HOMO (eV): -9.30
Calculated total energy (Ha): -765.586778
Energy above the lowest of the compared OMol25 structures with the same formula, charge and spin (kJ/mol): 113.7

Structure (XYZ):
```
17
Properties=species:S:1:pos:R:3:forces:R:3
H 3.32425 -0.43205 -1.96004 -0.08 -0.18 -0.06
N 2.33371 -0.55273 -1.75792 0.00 0.15 2.05
C 2.18061 -0.65023 -0.47214 0.61 -0.27 -0.37
N 0.93399 -0.79569 0.10004 -0.19 0.77 -0.41
C 0.53556 -0.13169 1.38207 -0.24 -0.13 -0.43
C -0.88118 0.04933 0.76140 0.32 -0.65 -0.37
Cl -1.75425 1.57519 1.05923 0.28 -0.36 -0.09
C -0.20486 -0.18666 -0.63389 -1.07 -0.29 1.00
C -0.97884 -1.12140 -1.55566 1.36 1.06 -0.69
H 2.98155 -0.69045 0.32102 -0.41 0.14 -0.98
H 1.04261 0.84789 1.49727 -0.26 -0.54 0.25
H 0.58961 -0.78774 2.26355 0.18 0.46 -0.23
H -1.57090 -0.80238 0.96416 0.53 0.77 0.14
H 0.09549 0.77840 -1.07191 -0.12 -0.40 -0.18
H -0.33439 -1.26843 -2.45315 -0.86 0.01 0.37
H -1.94507 -0.67345 -1.76996 -0.04 0.05 -0.40
H -1.14241 -2.06706 -1.08329 -0.01 -0.60 0.39
```
Positions in Å, forces in eV/Å.